[1]
C13H11Cl6F16NaO5 | ωB97M-V/def2-TZVPD

XYZ file:
```
52
Properties=species:S:1:pos:R:3:nbo_charge:R:1
Na 3.0336 1.0616 2.0619 0.97
O -0.8376 0.9470 0.3491 -0.70
C 0.3561 0.8168 0.9965 0.94
O 1.2899 0.2434 0.3521 -0.88
O 0.5159 1.1946 2.1796 -0.83
H -0.5495 0.3995 -0.4147 0.49
C 1.6139 4.2635 1.2281 -0.15
C 1.9423 4.3646 2.7174 0.61
C 0.7303 4.9403 3.4555 0.51
F 0.9601 5.1536 4.7681 -0.31
F 0.4477 6.1510 2.8933 -0.33
F 2.3255 3.1445 3.1838 -0.34
F 3.0315 5.1757 2.8569 -0.32
O 2.5319 3.4070 0.5623 -0.53
C 2.6980 3.5910 -0.7891 0.85
C 1.5237 3.0709 -1.6206 0.48
F 0.3590 3.6786 -1.2459 -0.33
F 1.6953 3.1058 -2.9522 -0.31
F 2.9439 4.9024 -1.0752 -0.33
F 3.8207 2.9284 -1.1108 -0.31
H 1.5709 5.2632 0.7968 0.24
H 0.6023 3.8646 1.1091 0.22
H -0.1046 4.2488 3.3138 0.17
H 1.4161 2.0197 -1.3013 0.17
C -0.4242 -3.7826 -3.2903 -0.14
C 0.9227 -3.7318 -2.5387 0.60
C 0.8882 -3.1489 -1.1323 0.51
F 0.0397 -3.7839 -0.2803 -0.33
F 2.1427 -3.1634 -0.5966 -0.32
F 1.4958 -4.9717 -2.5227 -0.32
F 1.7198 -2.9620 -3.3458 -0.33
O -1.5401 -4.0620 -2.4576 -0.51
C -2.0789 -5.3222 -2.5158 0.84
C -3.2119 -5.3475 -1.5025 0.51
F -4.0090 -4.2497 -1.5962 -0.33
F -3.9869 -6.4445 -1.6091 -0.31
F -2.5446 -5.5437 -3.7742 -0.33
F -1.1748 -6.2700 -2.2160 -0.31
H -0.2923 -4.4314 -4.1559 0.23
H -0.6262 -2.7771 -3.6578 0.22
H 0.5781 -2.0968 -1.1325 0.16
H -2.8014 -5.3170 -0.4887 0.15
C -3.5707 -0.8996 -2.1467 -0.28
Cl -3.7432 0.8705 -2.1890 0.02
Cl -2.3724 -1.3887 -0.9550 0.02
Cl -3.1993 -1.6283 -3.7105 0.02
H -4.5241 -1.3025 -1.8303 0.23
C -0.3530 0.6907 5.3747 -0.26
Cl 1.4177 0.7453 5.4256 0.00
Cl -1.0052 2.3133 5.0621 0.01
Cl -1.0052 0.0401 6.8920 0.02
H -0.6579 0.0287 4.5757 0.24
```

As for the energy above the lowest of the compared OMol25 structures with the same formula, charge and spin: 0.0 kcal/mol. The value obtained for the gap between HOMO and LUMO is 8.77 eV. The calculation puts the total energy at -146929.9207 eV. Its lowest unoccupied orbital energy is -0.76 eV.

=====

[2]
C2H4N2OS | ωB97M-V/def2-TZVPD

XYZ file:
```
10
Properties=species:S:1:pos:R:3:nbo_charge:R:1
O 2.0154 -1.3543 1.3478 -0.39
N 1.1008 -0.7857 0.8242 0.31
N -0.0607 -0.7599 1.1192 -0.22
C -0.8256 0.1950 0.3218 -0.27
C -0.1401 0.4350 -1.0388 -0.61
S 1.5772 0.3549 -0.6556 0.25
H -1.0618 1.2230 0.8105 0.21
H -1.8656 -0.2232 0.2281 0.22
H -0.3970 -0.5213 -1.6659 0.23
H -0.3426 1.4364 -1.2913 0.25
```

As for the energy above the lowest of the compared OMol25 structures with the same formula, charge and spin: 102.0 kcal/mol. The value obtained for the gap between HOMO and LUMO is 9.78 eV. The calculation puts the total energy at -17998.2362 eV. Its lowest unoccupied orbital energy is 0.11 eV. As for the SMILES: [O-][N+]1=NCCS1.

=====

[3]
C27H23F3N2O5STc | ωB97M-V/def2-TZVPD

XYZ file:
```
62
Properties=species:S:1:pos:R:3:nbo_charge:R:1
Tc 0.3471 0.0178 -0.2496 1.39
N -1.0531 -1.4937 0.1518 -0.77
C -2.0950 -1.5207 -0.8770 0.09
C -2.3418 -2.7115 -1.5358 -0.22
C -3.3205 -2.7564 -2.5145 -0.17
C -4.0361 -1.6077 -2.8185 -0.17
C -3.7699 -0.4212 -2.1554 -0.18
C -2.7894 -0.3486 -1.1673 0.00
C -2.4838 0.9331 -0.4896 -0.11
C -3.4682 1.9061 -0.3123 -0.17
C -3.1696 3.1381 0.2482 -0.15
C -1.8788 3.4382 0.6663 -0.18
C -0.8838 2.4828 0.5443 -0.24
C -1.2042 1.2534 -0.0269 -0.04
H -0.5948 -2.4076 0.1843 0.44
H -1.4456 -1.3325 1.0796 0.43
H -1.7828 -3.6053 -1.2800 0.22
H -3.5226 -3.6834 -3.0332 0.24
H -4.7994 -1.6315 -3.5841 0.25
H -4.3124 0.4735 -2.4319 0.24
H -4.4879 1.6882 -0.6030 0.24
H -3.9571 3.8703 0.3684 0.25
H -1.6480 4.4077 1.0872 0.24
H 0.1216 2.6991 0.8899 0.23
C 3.1525 -2.7026 3.9164 -0.26
O 3.0982 -1.9508 2.6918 -0.49
C 2.4114 -2.4546 1.6607 0.34
C 1.5514 -3.5491 1.7397 -0.27
C 0.9488 -4.0601 0.5986 -0.18
C 1.1872 -3.4955 -0.6493 -0.27
C 2.0092 -2.3835 -0.7374 -0.20
C 2.5922 -1.8485 0.4077 0.01
N 3.5021 -0.7666 0.2131 -0.48
C 3.7499 0.2866 0.9352 0.30
C 3.0832 0.7890 2.0892 -0.27
C 3.9048 1.5142 2.9782 -0.09
C 3.4431 1.9143 4.2084 -0.23
C 2.1241 1.6283 4.5600 -0.10
C 1.2728 0.9855 3.6762 -0.28
C 1.7323 0.5742 2.4330 0.45
O 0.8425 0.0276 1.5792 -0.69
H 3.9044 -2.2125 4.5245 0.23
H 3.4486 -3.7322 3.7200 0.20
H 2.1896 -2.6715 4.4265 0.19
H 1.3833 -4.0292 2.6927 0.25
H 0.3148 -4.9331 0.6854 0.25
H 0.7712 -3.9347 -1.5457 0.25
H 2.2585 -1.9607 -1.7110 0.26
H 4.0890 -0.8698 -0.6083 0.45
H 4.6160 0.8466 0.5965 0.24
H 4.9287 1.7212 2.6901 0.23
H 4.0896 2.4527 4.8869 0.25
H 1.7470 1.9361 5.5268 0.25
H 0.2336 0.8136 3.9239 0.24
F 1.6026 1.5390 -4.8708 -0.27
C 1.5157 2.0790 -3.6800 0.79
F 0.3453 2.6571 -3.5027 -0.28
F 2.4965 2.9276 -3.4651 -0.27
S 1.6936 0.7169 -2.4273 2.26
O 0.3672 0.0035 -2.3572 -0.88
O 2.8136 -0.0880 -2.7666 -0.88
O 1.7710 1.3702 -1.0670 -0.90
```

As for the spin multiplicity: 4. The value obtained for the gap between HOMO and LUMO (alpha / beta) is 7.28 / 6.61 eV. The calculation puts the total energy at -62761.2375 eV. Its lowest unoccupied orbital energy (alpha / beta) is -6.84 / -7.58 eV. Its net charge is +2.

=====

[4]
C18H30Cl2IIrN7 | ωB97M-V/def2-TZVPD

XYZ file:
```
59
Properties=species:S:1:pos:R:3:nbo_charge:R:1
Ir -0.6552 -0.3351 0.5715 0.95
C 4.1232 -0.1212 -0.3029 -0.41
N 3.5115 -0.0356 1.0176 -0.37
C 4.3827 -0.1978 2.1932 -0.22
C 3.3911 -0.2565 3.3549 -0.22
N 2.1070 0.0455 2.7068 -0.37
C 0.9576 0.2744 3.5471 -0.41
C 2.2348 0.1431 1.3766 0.66
N 1.2274 0.4053 0.5162 -0.57
C 1.5102 1.0401 -0.7759 -0.22
C 0.2773 1.8249 -1.1458 -0.25
N -0.8462 0.8831 -1.0565 -0.58
C -1.9902 1.0585 -1.7307 0.66
N -3.0412 0.2326 -1.5676 -0.40
C -3.2064 -0.7816 -0.5611 -0.41
C -4.1876 0.6242 -2.3942 -0.22
C -3.6272 1.7960 -3.1983 -0.21
N -2.2865 2.0146 -2.6194 -0.37
C -1.5617 3.1972 -3.0871 -0.42
H 5.0790 -0.6247 -0.1795 0.25
H 4.3216 0.8570 -0.7362 0.22
H 3.5227 -0.7231 -0.9820 0.21
H 5.0829 0.6342 2.2663 0.23
H 4.9488 -1.1219 2.0888 0.23
H 3.5917 0.5010 4.1116 0.23
H 3.3564 -1.2321 3.8407 0.22
H 1.2860 0.8190 4.4335 0.24
H 0.4966 -0.6572 3.8757 0.21
H 0.2357 0.8847 3.0230 0.19
H 1.7107 0.3121 -1.5642 0.19
H 2.3736 1.6995 -0.6974 0.25
H 0.3818 2.2459 -2.1399 0.25
H 0.1496 2.6368 -0.4232 0.21
H -2.2759 -1.3545 -0.4275 0.18
H -3.9259 -1.5233 -0.9111 0.28
H -3.5758 -0.3812 0.3894 0.22
H -5.0295 0.9138 -1.7638 0.22
H -4.4899 -0.2142 -3.0207 0.23
H -4.2165 2.7025 -3.0717 0.23
H -3.5447 1.5781 -4.2629 0.23
H -2.2969 3.8490 -3.5524 0.25
H -0.8155 2.9503 -3.8418 0.22
H -1.1160 3.7526 -2.2670 0.22
Cl -1.7541 1.7246 1.4420 0.07
C -2.2463 1.8075 3.2057 -0.37
Cl -3.0075 0.3392 3.7404 0.06
H -2.9475 2.6363 3.2181 0.27
H -1.3463 2.0189 3.7690 0.25
I -1.3576 -2.4629 2.2520 0.46
C -0.3199 -3.1373 0.5319 0.08
C -0.0140 -4.4379 0.2300 -0.24
C 0.6763 -4.6706 -0.9588 -0.07
C 1.0139 -3.5991 -1.7719 -0.21
C 0.6662 -2.3163 -1.3877 0.07
N 0.0060 -2.0873 -0.2441 -0.48
H -0.2986 -5.2447 0.8915 0.28
H 0.9384 -5.6821 -1.2412 0.28
H 1.5386 -3.7476 -2.7052 0.28
H 0.8812 -1.4566 -2.0037 0.23
```

As for the energy above the lowest of the compared OMol25 structures with the same formula, charge and spin: 2.2 kcal/mol. The value obtained for the gap between HOMO and LUMO is 7.36 eV. The calculation puts the total energy at -65542.1385 eV. Its lowest unoccupied orbital energy is -10.01 eV. Its net charge is +3.

=====

[5]
C5H2N2OS | ωB97M-V/def2-TZVPD

XYZ file:
```
11
Properties=species:S:1:pos:R:3:nbo_charge:R:1
O -2.4977 -1.7117 -0.3003 -0.57
C -2.1571 -0.5795 -0.1223 0.52
C -2.0023 0.8389 -0.3093 -0.18
C -0.9022 0.0099 0.0906 -0.04
C 0.4570 0.0962 0.1314 0.02
C 1.5125 -0.8848 0.6557 -0.40
S 2.9393 -0.1187 0.0529 0.63
N 2.1014 1.1342 -0.6547 -0.32
N 0.9337 1.1187 -0.4801 -0.15
H -1.9466 1.8312 -0.4271 0.23
H 1.5620 -1.7345 1.3631 0.28
```

As for the energy above the lowest of the compared OMol25 structures with the same formula, charge and spin: 10.6 kcal/mol. The value obtained for the gap between HOMO and LUMO is 8.25 eV. The calculation puts the total energy at -21074.4888 eV. Its lowest unoccupied orbital energy is -0.98 eV. As for the SMILES: O=c1cc1-c1csnn1.